Entry 1:
28
Properties=species:S:1:pos:R:3 method="wB97M-V/def2-TZVPD" largest_force_ha_per_bohr=0.03062 charge=-1 e_lumo_ev=1.93
C -1.786 -1.927 -0.454
C -2.005 -3.090 0.532
C -0.800 -3.158 1.525
Ga 0.957 -3.512 0.494
Br -0.737 -1.605 2.757
H -2.708 -1.661 -0.998
H -1.472 -1.028 0.091
H -1.017 -2.172 -1.192
H -2.933 -2.992 1.118
H -1.976 -4.044 -0.010
H -0.978 -4.042 2.157
H 1.867 -4.578 1.290
H 1.796 -2.195 0.143
H 0.522 -4.218 -0.903
C 1.591 4.142 0.699
C 0.531 4.518 -0.118
C -0.045 3.595 -0.978
C 0.450 2.299 -1.006
C 1.511 1.912 -0.202
C 2.082 2.843 0.654
N -0.164 1.312 -1.890
O -1.086 1.672 -2.596
O 0.286 0.196 -1.854
H 2.034 4.863 1.374
H 0.151 5.530 -0.082
H -0.869 3.890 -1.611
H 1.891 0.899 -0.230
H 2.907 2.553 1.290

Entry 2:
122
Properties=species:S:1:pos:R:3 method="wB97M-V/def2-TZVPD" largest_force_ha_per_bohr=0.10666 charge=+1 e_lumo_ev=-3.37
C 4.513 0.557 1.652
P 2.884 1.198 0.998
O 3.184 1.868 -0.527
C 1.697 -0.242 0.680
C 2.392 -1.568 0.167
C 2.789 -2.599 1.261
N 1.889 -2.619 2.455
C 0.574 -1.974 2.238
C 0.706 -0.453 1.896
P -1.004 0.105 1.348
S -1.054 2.029 1.030
H 4.591 -0.534 1.529
H 4.604 0.871 2.703
H 5.305 1.070 1.078
H 2.802 2.742 -0.548
H 1.053 0.108 -0.155
H 3.340 -1.270 -0.321
H 1.765 -1.987 -0.637
H 2.725 -3.606 0.804
H 3.835 -2.506 1.594
H 2.407 -2.250 3.285
H 1.703 -3.599 2.678
H 0.029 -2.038 3.202
H -0.042 -2.489 1.486
H 1.069 0.133 2.753
H -2.008 -0.257 2.303
H -1.240 -0.571 0.120
C -4.444 0.400 -1.448
Br -3.168 0.504 -2.897
Br -3.568 0.127 0.260
Br -5.602 1.942 -1.398
H -5.063 -0.468 -1.632
C -3.535 4.746 2.908
Br -4.521 3.806 1.541
Br -2.192 5.890 2.121
Br -4.701 5.723 4.102
H -3.019 4.005 3.505
C -1.888 10.001 0.200
Br -0.418 8.776 0.478
Br -3.509 9.390 1.062
Br -1.427 11.802 0.727
H -2.084 10.021 -0.865
C 0.688 9.301 -3.720
Br 1.657 10.585 -2.646
Br 1.041 7.482 -3.165
Br -1.208 9.684 -3.758
H 1.052 9.398 -4.734
C -0.456 -4.184 0.017
Br 0.664 -4.281 -1.553
Br 0.489 -4.756 1.612
Br -1.234 -2.426 0.238
H -1.275 -4.878 -0.129
C 2.011 -7.598 -3.824
Br 1.780 -8.853 -5.274
Br 3.226 -8.254 -2.474
Br 2.551 -5.851 -4.461
H 1.049 -7.481 -3.349
C 3.373 0.489 5.906
Br 2.864 -0.003 7.700
Br 2.771 -0.836 4.619
Br 2.762 2.258 5.421
H 4.455 0.501 5.877
C -6.052 6.902 -0.537
Br -6.256 5.113 -1.244
Br -6.536 8.248 -1.839
Br -7.015 7.132 1.123
H -5.000 7.037 -0.315
C -0.074 6.565 5.653
Br -0.932 5.485 7.008
Br 0.237 8.368 6.269
Br 1.551 5.742 4.991
H -0.760 6.627 4.818
C 8.737 -0.151 2.491
Br 7.737 -1.073 1.116
Br 10.082 1.015 1.743
Br 7.554 0.787 3.709
H 9.255 -0.904 3.069
C -3.240 10.473 7.544
Br -1.925 11.612 8.388
Br -3.034 10.445 5.622
Br -3.228 8.689 8.290
H -4.212 10.899 7.754
C -10.305 8.730 -0.607
Br -11.028 7.177 0.290
Br -10.874 8.822 -2.452
Br -10.705 10.361 0.351
H -9.227 8.620 -0.611
C -0.729 -8.445 0.317
Br 0.578 -9.535 1.232
Br -0.563 -8.591 -1.605
Br -2.528 -8.825 0.911
H -0.519 -7.416 0.577
C -1.604 1.287 8.233
Br -0.191 1.788 7.011
Br -1.206 -0.377 9.140
Br -2.007 2.707 9.479
H -2.494 1.120 7.640
C -2.683 -2.688 6.382
Br -4.423 -1.955 6.785
Br -2.767 -4.580 5.996
Br -1.811 -1.706 4.958
H -2.072 -2.568 7.268
C 7.192 -4.700 -1.455
Br 5.527 -3.841 -0.964
Br 6.865 -6.564 -1.822
Br 8.061 -3.798 -2.924
H 7.860 -4.645 -0.605
C 1.525 -11.991 -8.317
Br 3.350 -11.616 -7.805
Br 0.625 -13.101 -7.015
Br 0.537 -10.366 -8.674
H 1.561 -12.550 -9.242
C -1.444 -9.073 -11.782
Br -2.956 -8.021 -11.195
Br -1.954 -10.889 -12.204
Br -0.509 -8.231 -13.249
H -0.751 -9.124 -10.953
C 3.111 -6.253 -15.041
Br 3.726 -5.726 -13.285
Br 3.169 -8.171 -15.275
Br 1.356 -5.540 -15.428
H 3.795 -5.823 -15.760

Entry 3:
15
Properties=species:S:1:pos:R:3 method="wB97M-V/def2-TZVPD" largest_force_ha_per_bohr=0.03396 charge=0 e_lumo_ev=1.11 e_above_lowest_kcal_mol=15.2 smiles=Cn1ccc(N)c1
C -0.791 2.091 0.488
N -0.515 0.755 0.012
C 0.251 0.680 -1.098
C 0.839 -0.548 -1.125
C 0.420 -1.235 0.044
N 0.832 -2.513 0.432
C -0.410 -0.399 0.744
H -0.848 2.785 -0.352
H -1.735 2.007 1.005
H -0.043 2.423 1.206
H 0.283 1.476 -1.830
H 1.494 -0.918 -1.896
H 1.001 -3.099 -0.373
H 0.184 -2.971 1.059
H -0.924 -0.539 1.680

Entry 4:
10
Properties=species:S:1:pos:R:3 method="wB97M-V/def2-TZVPD" largest_force_ha_per_bohr=0.03246 charge=0 e_lumo_ev="-1.05 / -3.25" e_above_lowest_kcal_mol=37.3
C -1.484 1.313 0.003
O -0.039 -1.994 1.184
O -0.431 -2.482 -1.200
O 1.700 -0.987 -0.528
F -1.711 1.638 -1.261
F -0.512 2.069 0.514
F -2.583 1.375 0.735
S 2.583 -0.349 0.583
S -0.081 -1.538 -0.183
H 2.558 0.955 0.153

Entry 5:
37
Properties=species:S:1:pos:R:3 method="wB97M-V/def2-TZVPD" largest_force_ha_per_bohr=0.01197 charge=0 e_lumo_ev=0.58 e_above_lowest_kcal_mol=0.0 smiles="COc1cccc(C(=O)NCCSc2ccc(F)cc2)c1"
C 4.098 -5.008 0.436
O 3.186 -4.036 -0.015
C 2.530 -3.280 0.902
C 2.676 -3.392 2.281
C 1.954 -2.557 3.120
C 1.073 -1.624 2.612
C 0.914 -1.512 1.231
C -0.001 -0.516 0.607
O 0.236 0.026 -0.456
N -1.144 -0.272 1.295
C -2.101 0.702 0.821
C -1.638 2.124 1.137
S -2.742 3.372 0.412
C -2.325 3.408 -1.310
C -1.318 2.655 -1.899
C -1.077 2.778 -3.257
C -1.841 3.650 -4.008
F -1.602 3.766 -5.333
C -2.848 4.410 -3.437
C -3.085 4.283 -2.084
C 1.651 -2.327 0.388
H 3.605 -5.768 1.050
H 4.497 -5.476 -0.463
H 4.919 -4.557 1.002
H 3.350 -4.114 2.713
H 2.088 -2.643 4.188
H 0.545 -0.966 3.287
H -1.292 -0.704 2.191
H -3.072 0.509 1.279
H -2.189 0.583 -0.263
H -1.666 2.314 2.210
H -0.626 2.295 0.772
H -0.709 1.963 -1.340
H -0.300 2.196 -3.727
H -3.429 5.083 -4.047
H -3.863 4.861 -1.611
H 1.545 -2.228 -0.681

Entry 6:
65
Properties=species:S:1:pos:R:3 method="wB97M-V/def2-TZVPD" largest_force_ha_per_bohr=0.01177 charge=0 e_lumo_ev=-0.50 e_above_lowest_kcal_mol=31.3
Ir 0.485 -0.474 -0.274
C -1.161 3.853 -0.547
C -1.606 3.001 0.599
N -2.231 3.548 1.610
C -2.632 2.764 2.636
C -2.483 1.406 2.659
C -3.046 0.608 3.804
O -2.103 -0.362 4.241
C -1.798 0.785 1.583
C -1.772 -0.653 1.493
N -1.069 -1.361 0.671
C -1.332 -2.765 0.579
C -2.567 -3.306 0.932
C -2.791 -4.670 0.868
C -1.798 -5.529 0.425
C -0.581 -5.008 0.020
C -0.368 -3.643 0.087
I 1.454 -2.883 -0.579
C -1.296 1.607 0.565
O -0.583 1.183 -0.444
H -1.483 4.879 -0.386
H -1.569 3.482 -1.489
H -0.076 3.807 -0.646
H -3.111 3.278 3.462
H -3.966 0.096 3.495
H -3.317 1.298 4.606
H -2.004 -0.329 5.195
H -2.428 -1.183 2.171
H -3.377 -2.658 1.235
H -3.760 -5.059 1.153
H -1.973 -6.595 0.373
H 0.198 -5.661 -0.352
N 6.720 -3.521 3.965
C 5.508 -2.912 3.666
C 5.176 -1.678 4.236
C 3.960 -1.085 3.969
C 3.048 -1.708 3.123
C 3.347 -2.955 2.599
C 4.570 -3.551 2.856
S 1.445 -0.993 2.885
O 1.209 -0.162 4.035
O 0.585 -2.118 2.615
N 1.358 -0.042 1.543
C 2.036 1.189 1.647
N 3.178 1.225 2.331
C 3.774 2.405 2.437
C 3.273 3.553 1.854
C 2.088 3.400 1.155
N 1.466 2.235 1.057
H 7.455 -2.909 4.277
H 7.037 -4.218 3.312
H 5.878 -1.195 4.905
H 3.698 -0.143 4.425
H 2.607 -3.484 2.014
H 4.791 -4.530 2.448
H 4.699 2.423 3.004
H 3.773 4.507 1.936
H 1.610 4.241 0.662
Cl 2.913 -0.325 -4.420
C 1.520 0.667 -3.942
Cl 1.983 2.366 -3.857
Cl 0.209 0.452 -5.097
C 1.105 0.188 -2.552
O 0.087 -0.532 -2.380
O 1.822 0.482 -1.558